60
Properties=species:S:1:pos:R:3 method="wB97M-V/def2-TZVPD" e_lumo_ev=-0.8 total_charge=0
C -4.4578 10.1632 -2.1849
C -5.5195 9.7913 -1.1917
Br -7.2522 10.4956 -1.6011
C -5.3276 9.0613 -0.0923
Br -6.7811 8.6725 1.0971
O -4.0886 8.5877 0.2261
S -3.6968 7.2114 -0.6471
O -2.6363 7.6171 -1.5243
O -3.0086 6.3109 0.5301
C -2.0328 5.3813 -0.0133
C -1.7214 4.2813 0.9774
C -2.6618 3.0468 0.8481
S -1.7524 1.7160 0.0065
C -2.0491 0.2418 0.9351
S -2.4562 0.1824 2.4911
N -1.8508 -0.9252 0.1473
C -0.6386 -1.5099 -0.0726
C -0.9254 -2.5605 -0.9053
N -2.2685 -2.6080 -1.1382
C -2.8255 -1.6204 -0.5018
H -3.4518 9.9957 -1.8149
H -4.5775 11.2322 -2.3838
H -4.6661 9.6572 -3.1291
H -2.4058 5.0102 -0.9737
H -1.1189 5.9400 -0.2218
H -1.6838 4.6254 2.0113
H -0.7105 3.9414 0.7397
H -3.5086 3.2842 0.2029
H -3.0307 2.7171 1.8173
H 0.3069 -1.1974 0.3329
H -0.2058 -3.2501 -1.3245
H -3.8595 -1.3283 -0.4290
O 1.5336 -4.2858 -0.8290
C 2.5216 -4.0841 -1.4857
O 3.1217 -2.8868 -1.4053
C 4.3939 -2.5954 -1.9955
C 4.2545 -2.1965 -3.4499
C 3.0428 -5.1144 -2.4567
H 5.0857 -3.4269 -1.8557
H 4.7953 -1.7589 -1.4260
H 3.8388 -3.0054 -4.0510
H 5.2242 -1.9212 -3.8650
H 3.5777 -1.3470 -3.5445
H 2.4880 -5.0314 -3.3906
H 2.8760 -6.1006 -2.0299
H 4.1081 -5.0339 -2.6593
O 5.3889 -7.4815 3.3337
C 4.2917 -7.0325 3.1491
O 4.1510 -5.9268 2.3962
C 2.8829 -5.4170 1.9638
C 2.2539 -4.5291 3.0161
C 3.0751 -7.6331 3.8143
H 2.2219 -6.2267 1.6523
H 3.0885 -4.8260 1.0763
H 2.0437 -5.0794 3.9340
H 1.3210 -4.1027 2.6464
H 2.9331 -3.7172 3.2786
H 2.9923 -7.2350 4.8247
H 3.2124 -8.7106 3.8662
H 2.1446 -7.4583 3.2790


7
Properties=species:S:1:pos:R:3 method="wB97M-V/def2-TZVPD" e_lumo_ev=-0.8 total_charge=0 de_lowest_kcal_mol=80.7 smiles=N#CO[SiH3]
N 3.9996 -0.5105 0.0220
C 3.0731 0.1377 -0.0948
O 1.6476 1.0615 0.0591
Si 0.1534 0.1381 0.0079
H 0.4299 -0.8613 0.9845
H -0.7937 1.2592 -0.0341
H 0.4079 -0.4988 -1.2845


100
Properties=species:S:1:pos:R:3 method="wB97M-V/def2-TZVPD" e_lumo_ev=-2.4 total_charge=+1 de_lowest_kcal_mol=0.0
Tl 0.2748 -0.0679 -0.1894
N 0.4407 -1.3152 3.2217
C 0.4159 0.0049 3.4479
N 0.3120 0.4067 4.7117
C 0.3102 1.7248 4.8838
N 0.1542 2.1960 6.1273
N 0.4640 2.6311 3.8986
C 0.5489 2.1257 2.6846
N 0.4864 0.8280 2.3715
C 0.7289 3.1237 1.5802
C 1.1293 4.4213 1.8788
C 1.3324 5.3130 0.8384
C 1.1175 4.8906 -0.4637
C 0.7010 3.5859 -0.6672
N 0.5151 2.7186 0.3279
H 0.4502 -1.9281 4.0178
H 0.7267 -1.6524 2.3152
H 0.0248 1.5519 6.8864
H 0.1189 3.1863 6.2818
H 1.2704 4.7007 2.9116
H 1.6505 6.3270 1.0447
H 1.2618 5.5545 -1.3052
H 0.5038 3.2098 -1.6665
O -2.2449 2.9292 -0.0096
N -2.7549 1.6378 -0.0431
C -4.0211 1.6734 -0.0414
C -4.9341 0.5111 -0.0456
C -6.2863 0.8611 0.0434
C -7.2878 -0.0905 0.0697
C -6.9507 -1.4325 0.0257
C -5.6173 -1.7997 -0.0466
C -4.5904 -0.8563 -0.1048
P -2.8487 -1.4759 -0.2155
C -2.9890 -2.8277 1.0294
C -2.9997 -2.4219 2.3659
C -3.0670 -3.3558 3.3872
C -3.1014 -4.7132 3.0861
C -3.0793 -5.1258 1.7624
C -3.0247 -4.1875 0.7365
C -2.8402 -2.3794 -1.8175
C -1.5968 -2.8695 -2.2288
C -1.4401 -3.5023 -3.4523
C -2.5251 -3.6250 -4.3093
C -3.7576 -3.1171 -3.9275
C -3.9176 -2.4995 -2.6938
H -1.2990 2.7964 0.1090
H -4.5072 2.6487 -0.0059
H -6.5459 1.9119 0.1026
H -8.3251 0.2128 0.1327
H -7.7205 -2.1938 0.0514
H -5.3637 -2.8523 -0.0538
H -2.9535 -1.3619 2.6001
H -3.0894 -3.0300 4.4201
H -3.1515 -5.4468 3.8812
H -3.1104 -6.1821 1.5222
H -3.0184 -4.5182 -0.2974
H -0.7348 -2.7570 -1.5811
H -0.4675 -3.8804 -3.7438
H -2.4094 -4.1054 -5.2723
H -4.6028 -3.1944 -4.6001
H -4.8885 -2.1097 -2.4257
C 12.5665 -7.7578 -0.3321
O 11.2403 -8.2546 -0.2488
C 10.2360 -7.3605 -0.1958
C 8.9436 -7.8888 -0.1312
C 7.8547 -7.0523 -0.0773
C 8.0186 -5.6617 -0.0835
C 9.3069 -5.1474 -0.1454
C 10.4136 -5.9817 -0.2009
C 6.8328 -4.8087 -0.0141
N 5.5954 -5.2431 0.0807
C 4.8159 -4.1210 0.1288
C 5.5835 -2.9834 0.0643
N 6.8754 -3.4386 -0.0287
C 5.0344 -1.6706 0.1003
C 5.7892 -0.4892 0.0493
C 5.1501 0.7212 0.0733
C 3.7542 0.7352 0.1300
N 3.0182 -0.3578 0.1882
C 3.6277 -1.5606 0.1971
C 2.8028 -2.7622 0.3157
N 1.4713 -2.6173 0.5058
C 0.7293 -3.7030 0.6445
C 1.2337 -5.0038 0.5771
C 2.5800 -5.1716 0.3847
C 3.3950 -4.0381 0.2652
H 13.2097 -8.6296 -0.3837
H 12.8255 -7.1682 0.5502
H 12.7071 -7.1516 -1.2298
H 8.8271 -8.9651 -0.1251
H 6.8516 -7.4545 -0.0301
H 9.4768 -4.0761 -0.1522
H 11.4034 -5.5494 -0.2456
H 7.7048 -2.8757 -0.0809
H 6.8700 -0.5390 -0.0088
H 5.7015 1.6506 0.0391
H 3.2167 1.6775 0.1220
H -0.3259 -3.5400 0.8330
H 0.5632 -5.8456 0.6882
H 3.0387 -6.1512 0.3329


21
Properties=species:S:1:pos:R:3 method="wB97M-V/def2-TZVPD" e_lumo_ev=0.7 total_charge=0 smiles=Cc1nc(C)nc(N(P)P)n1
C 0.9441 -0.7390 3.0615
C 0.5690 -0.4536 1.6107
N 0.6770 -1.6116 0.9748
C 0.0102 -1.6239 -0.2453
C -0.1202 -2.8109 -1.0949
N -0.5670 -0.5359 -0.7236
C -0.2948 0.5976 -0.1169
N -0.6716 1.8015 -0.9109
P -0.1062 3.3338 -0.1338
P -0.8013 1.3255 -2.5894
N 0.2340 0.7167 1.1008
H 1.9312 -1.1692 3.0548
H 0.7770 0.0758 3.8219
H 0.2691 -1.5322 3.1621
H 0.6262 -3.3973 -0.6501
H -1.1523 -3.3061 -1.0443
H 0.1612 -2.6290 -2.2523
H -0.3891 4.2453 -1.2164
H -1.3014 3.5724 0.4695
H 0.4315 1.6076 -3.1809
H -1.2268 2.5323 -3.0972


176
Properties=species:S:1:pos:R:3 method="wB97M-V/def2-TZVPD" e_lumo_ev="1.9 / 1.0" total_charge=-1 spin_multiplicity=3
Cu 0.3958 6.9079 40.6138
C 1.6004 2.7875 39.0687
C 0.4773 3.6242 39.7444
O 0.8648 4.6319 40.6532
H 2.1266 3.3474 38.2956
H 1.2380 1.8898 38.5679
H 2.4131 2.5006 39.7360
H -0.0731 2.8677 40.3037
H -0.3250 4.0117 39.1166
C 1.3854 5.9903 36.6096
C 1.0743 7.3867 37.0961
C 0.1220 7.9909 36.1112
O 0.6209 7.3697 38.4003
H 1.8296 6.0870 35.6190
H 0.5772 5.2619 36.5439
H 2.1852 5.5342 37.1931
H 2.0153 7.9285 37.0009
H 0.5366 8.1974 35.1245
H -0.1765 8.9657 36.4968
H -0.7664 7.3696 35.9976
C 3.6880 6.5322 40.0422
O 2.5866 7.1189 40.7911
C 3.0074 8.2964 41.4917
C 2.1120 9.4212 41.0575
N 0.6433 9.1721 41.2322
C -0.1175 10.1414 40.4873
C -0.0553 11.5312 41.2109
O -0.2666 11.4665 42.6063
C -0.1526 12.7212 43.2998
H 3.3439 5.7127 39.4113
H 4.4701 6.1558 40.7016
H 4.2021 7.2485 39.4013
H 4.0568 8.4792 41.2606
H 2.8895 7.9995 42.5339
H 2.3808 9.6302 40.0220
H 2.3596 10.3765 41.5204
H 0.3798 9.3838 42.1840
H -1.1490 9.7895 40.4715
H 0.1411 10.1927 39.4297
H -0.8300 12.2136 40.8613
H 0.8743 12.0388 40.9534
H -0.9702 13.4331 43.1865
H 0.5982 13.3502 42.8214
H 0.0091 12.6036 44.3713
C -9.0028 5.7617 28.2889
O -8.1230 5.6133 29.3589
C -7.0452 4.8322 29.0879
C -6.3056 4.6505 30.4044
N -5.4026 5.8053 30.5874
C -4.3848 5.3938 31.5647
C -3.2839 6.5295 31.6314
O -2.1182 5.9329 32.2062
C -1.1353 6.9613 32.5215
H -9.5348 4.8679 27.9628
H -8.4236 6.1598 27.4558
H -9.7137 6.5222 28.6118
H -6.4457 5.2459 28.2770
H -7.4202 3.8559 28.7808
H -5.7351 3.7226 30.3640
H -7.0039 4.5572 31.2362
H -5.9250 6.6109 30.9007
H -3.7740 4.5933 31.1471
H -4.8284 5.1829 32.5377
H -3.6355 7.3653 32.2364
H -3.0500 6.8732 30.6238
H -1.4416 7.6701 33.2908
H -1.0254 7.6198 31.6599
H -0.1513 6.5570 32.7590
C 9.3401 -0.4478 35.1482
O 9.2272 0.7663 35.9147
C 9.0016 0.4843 37.3207
C 7.9976 1.5282 37.8236
N 6.6409 1.4356 37.2737
C 5.6025 2.0970 38.0691
C 5.8456 3.6242 38.3599
O 6.0016 4.2515 37.0950
C 4.8257 4.6772 36.5224
H 8.6137 -1.2296 35.3702
H 10.3044 -0.8955 35.3888
H 9.3681 -0.2095 34.0849
H 9.9106 0.7033 37.8809
H 8.6703 -0.5438 37.4673
H 8.3976 2.5376 37.7275
H 7.8356 1.2990 38.8769
H 6.5614 1.8904 36.3755
H 5.5111 1.5145 38.9858
H 4.6593 2.0997 37.5226
H 6.7339 3.7064 38.9863
H 5.0494 4.0558 38.9664
H 4.4150 5.4435 37.1797
H 4.1480 3.8261 36.4551
H 4.9684 5.1338 35.5430
C 4.4459 1.4265 26.8141
O 4.4801 2.4006 27.8901
C 3.8958 1.9146 29.0992
C 3.6809 3.1117 30.0813
N 3.0290 2.6091 31.2976
C 2.7267 3.7399 32.2086
C 1.8955 3.2838 33.3990
O 2.6799 2.6341 34.4264
C 1.9392 2.2504 35.5474
H 4.7564 1.8699 25.8681
H 3.4474 1.0194 26.6549
H 5.1645 0.6340 27.0235
H 4.5501 1.1285 29.4759
H 2.9142 1.5257 28.8283
H 3.0639 3.8663 29.5936
H 4.6222 3.6245 30.2788
H 3.7360 2.0342 31.7333
H 2.1783 4.4725 31.6163
H 3.6427 4.2602 32.4884
H 1.2483 2.5231 32.9624
H 1.3586 4.1484 33.7894
H 2.5622 1.6137 36.1756
H 1.0502 1.6789 35.2805
H 1.6147 3.1302 36.1030
C -5.4422 4.8129 42.6683
O -4.1957 5.2995 42.2499
C -4.1382 6.6639 41.8365
C -2.6509 7.1828 41.6807
N -1.8821 6.4439 40.6574
C -2.5380 6.4949 39.3126
C -2.7625 7.9351 38.6987
O -4.0129 8.4569 39.1117
C -4.3737 9.7812 38.6624
H -6.1944 4.8328 41.8797
H -5.8621 5.4291 43.4634
H -5.3372 3.7914 43.0339
H -4.7248 7.2804 42.5176
H -4.6906 6.8539 40.9163
H -2.1915 7.0807 42.6639
H -2.6556 8.2532 41.4746
H -2.0729 5.4755 40.8720
H -3.3853 5.8134 39.2371
H -1.8200 5.9014 38.7466
H -2.8917 7.8027 37.6245
H -1.8925 8.5615 38.8957
H -3.9899 10.5634 39.3174
H -5.4579 9.8831 38.7112
H -4.0672 9.9778 37.6350
C -2.7333 9.9227 35.2521
C -1.8451 10.2584 34.0803
O -1.9227 11.6906 33.9410
H -2.4088 10.3741 36.1898
H -2.6931 8.8537 35.4609
H -3.7582 10.2659 35.1110
H -2.0351 9.8099 33.1052
H -0.8358 10.0395 34.4289
H -1.4840 11.9719 33.1348
C -1.6377 3.7056 35.2587
C -3.0419 4.1908 35.5349
O -3.7092 3.4061 36.4733
H -1.1688 4.3930 34.5548
H -1.6156 2.7626 34.7125
H -1.0802 3.5957 36.1889
H -3.5982 4.2636 34.6004
H -2.9494 5.2059 35.9209
H -4.6332 3.6488 36.3785
C 1.7467 9.1119 31.9476
C 2.6506 10.3333 31.7910
O 1.9220 11.4145 31.1727
H 1.0079 9.2142 32.7424
H 2.2524 8.1692 32.1569
H 1.1801 8.9351 31.0334
H 3.4743 10.0977 31.1171
H 3.0435 10.6741 32.7489
H 2.4870 12.1490 30.9219
C 2.7025 11.6378 35.4786
C 3.1510 11.4766 36.9158
O 2.7404 12.6152 37.5794
H 3.1818 12.5213 35.0569
H 1.6246 11.7149 35.3361
H 3.0294 10.7600 34.9212
H 4.2374 11.3962 36.9532
H 2.7824 10.5511 37.3580
H 3.1954 12.5685 38.4235


15
Properties=species:S:1:pos:R:3 method="wB97M-V/def2-TZVPD" e_lumo_ev="-0.5 / -0.6" total_charge=0 de_lowest_kcal_mol=139.0
C 0.1691 1.1857 1.4536
C -0.7366 0.9593 0.4835
C 0.6739 -0.0841 -2.1373
C 1.0787 -0.0281 1.5515
C -0.4633 -0.4052 -0.1229
N -1.4337 -1.2402 -0.7146
O 1.8096 -0.1006 -1.9870
O -2.3878 -0.6680 -1.2767
O -1.2978 -2.4546 -0.8237
O 0.5448 -0.9682 0.7150
H 0.2071 2.0189 2.0213
H -1.2713 1.8086 0.0784
H -0.0654 0.1701 -2.8359
H 1.9432 0.4196 1.1313
H 1.2294 -0.6132 2.4634


58
Properties=species:S:1:pos:R:3 method="wB97M-V/def2-TZVPD" e_lumo_ev="-1.6 / -1.6" total_charge=0 de_lowest_kcal_mol=10.9 spin_multiplicity=2
C 0.0758 2.2992 -3.2854
C -0.3736 2.0040 -1.8395
C -0.4589 0.5085 -1.4789
C 0.8062 -0.1045 -0.8671
C 2.0052 0.1206 -1.7840
C 1.1471 0.2772 0.6088
C -0.0535 0.3498 1.5774
C -0.3738 1.6927 2.2650
C -1.3011 2.5647 1.3999
C -1.1603 1.3340 3.5417
N 0.8219 2.4472 2.6922
O 0.6524 3.7175 2.7402
C 2.1415 1.9549 2.2172
C 3.1454 3.1136 2.3139
C 2.6480 0.8532 3.1711
C 2.0947 1.4908 0.7736
H -0.1962 1.4920 -3.9540
H -0.3724 3.2322 -3.6062
H 1.1464 2.4582 -3.3180
H -1.3761 2.4054 -1.7357
H 0.2489 2.5697 -1.1586
H -0.6404 -0.0064 -2.4182
H -1.3534 0.3478 -0.8823
H 0.6760 -1.1820 -0.8659
H 2.8937 -0.2333 -1.2677
H 2.1669 1.1627 -2.0171
H 1.8918 -0.4765 -2.6828
H 1.7435 -0.5577 0.9598
H -0.9792 0.0242 1.1259
H 0.1359 -0.3676 2.3725
H -1.9240 1.9346 0.7813
H -1.9739 3.1093 2.0493
H -0.7661 3.2945 0.8091
H -1.9577 0.6334 3.3231
H -0.4592 0.8860 4.2412
H -1.5316 2.2321 4.0177
H 3.1344 3.5605 3.2990
H 4.1312 2.6818 2.1799
H 2.9801 3.8517 1.5409
H 3.7251 0.8752 3.2459
H 2.2873 -0.1315 2.9001
H 2.2285 1.0673 4.1483
H 3.0930 1.1388 0.5372
H 1.8666 2.2981 0.0871
C -3.0601 -4.5001 -0.7267
C -2.1248 -3.5653 -0.9330
C -1.3385 -3.4968 -2.2106
O -0.5177 -2.6047 -2.3175
C -1.5983 -4.4926 -3.2383
C -2.5324 -5.4293 -3.0313
C -3.3333 -5.4870 -1.7616
O -4.1741 -6.3598 -1.6591
O -2.8236 -6.3706 -3.9213
O -1.8236 -2.6306 -0.0364
H -3.6334 -4.5572 0.1875
H -1.0177 -4.4413 -4.1483
H -3.5343 -6.9118 -3.5220
H -1.1247 -2.0767 -0.4399


60
Properties=species:S:1:pos:R:3 method="wB97M-V/def2-TZVPD" e_lumo_ev=0.5 total_charge=0 de_lowest_kcal_mol=0.0 smiles="CC(C)(CNC(=O)C[C@H]1C(=O)NCCN1Cc1cccc(F)c1F)N1CCOCC1"
C 5.0883 0.1254 -0.7106
C 3.5787 -0.1476 -0.8354
C 3.2087 -0.2742 -2.3235
C 3.3036 -1.5156 -0.1659
N 1.9152 -1.9006 -0.1608
C 1.1891 -2.0529 0.9621
O 1.6282 -1.8544 2.0769
C -0.2230 -2.5715 0.7249
C -1.1476 -1.5554 0.0276
C -2.5403 -2.1833 0.0187
O -2.9295 -2.9200 -0.8671
N -3.2951 -1.8912 1.0921
C -2.9789 -1.0006 2.1908
C -1.6115 -0.3023 2.0182
N -1.1232 -0.2510 0.6589
C -1.6229 0.8273 -0.1769
C -3.0618 0.7053 -0.6284
C -3.4115 0.0024 -1.7760
C -4.7343 -0.1594 -2.1451
C -5.7473 0.3903 -1.3798
C -5.4142 1.1170 -0.2519
F -6.3863 1.6690 0.4977
C -4.0860 1.2771 0.1175
F -3.7908 2.0020 1.2178
N 2.7337 0.8820 -0.2263
C 2.8380 2.2058 -0.8195
C 1.6766 3.0645 -0.3127
O 1.6926 3.1895 1.0863
C 1.6731 1.9135 1.6885
C 2.8357 1.0405 1.2180
H 5.6510 -0.6646 -1.2012
H 5.3867 0.1621 0.3340
H 5.3461 1.0704 -1.1819
H 3.6891 0.4981 -2.9177
H 2.1325 -0.1909 -2.4512
H 3.5384 -1.2358 -2.7099
H 3.8802 -2.2756 -0.7056
H 3.6367 -1.5194 0.8721
H 1.4738 -2.0355 -1.0551
H -0.6365 -2.8546 1.6932
H -0.1817 -3.4665 0.1005
H -0.8210 -1.4359 -1.0105
H -4.2159 -2.3092 1.1057
H -3.7814 -0.2599 2.2692
H -2.9758 -1.5734 3.1255
H -0.8506 -0.8227 2.6055
H -1.6811 0.7161 2.4024
H -0.9788 0.8689 -1.0614
H -1.4973 1.7554 0.3864
H -2.6352 -0.4299 -2.3874
H -4.9783 -0.7222 -3.0315
H -6.7861 0.2743 -1.6431
H 2.7723 2.1468 -1.9044
H 3.7826 2.7063 -0.5443
H 1.7471 4.0779 -0.7137
H 0.7295 2.6076 -0.6366
H 1.7335 2.0826 2.7644
H 0.7352 1.3953 1.4472
H 2.7428 0.0826 1.7222
H 3.7851 1.5202 1.5109


Energy for the records above, in order: -209020.771; -12497.654; -83822.481; -29883.668; -131227.807; -14938.790; -32984.277; -39802.379 eV